No. 1
{"formula": "C49H44ClNOP2V", "method": "ωB97M-V/def2-TZVPD", "fmax_ev_per_a": 1.45, "charge": 1, "gap_ha": [0.2764, 0.2602], "homo_ev": [-10.7, -10.8], "de_lowest_kj_mol": 13.63, "elements": ["V", "O", "C", "C", "C", "C", "C", "C", "P", "C", "C", "C", "C", "C", "C", "C", "C", "C", "C", "C", "C", "C", "C", "C", "C", "C", "C", "P", "C", "C", "C", "C", "C", "C", "C", "C", "C", "C", "C", "C", "H", "H", "H", "H", "H", "H", "H", "H", "H", "H", "H", "H", "H", "H", "H", "H", "H", "H", "H", "H", "H", "H", "H", "H", "H", "H", "H", "H", "Cl", "C", "C", "C", "C", "C", "C", "C", "C", "N", "H", "H", "H", "H", "H", "H", "C", "C", "C", "C", "C", "H", "H", "H", "H", "H", "H", "H", "H", "H", "H"], "coordinates": [[0.43166, -0.26332, -0.32681], [1.88839, 2.18902, 1.54994], [1.08186, 3.30298, 1.78620], [1.59968, 4.55211, 2.10865], [0.72125, 5.57503, 2.43171], [-0.65231, 5.35770, 2.44731], [-1.13992, 4.11489, 2.09191], [-0.28025, 3.07728, 1.72370], [-0.96037, 1.47164, 1.19719], [-1.49864, 0.78743, 2.79644], [-0.60227, -0.01334, 3.49463], [-0.88595, -0.44417, 4.78377], [-2.07894, -0.07305, 5.38787], [-2.97253, 0.74370, 4.70747], [-2.68200, 1.18074, 3.42269], [-2.48612, 1.99945, 0.33014], [-3.68146, 1.28938, 0.42392], [-4.79507, 1.67154, -0.31186], [-4.72474, 2.77417, -1.14984], [-3.53663, 3.48468, -1.25567], [-2.41798, 3.09618, -0.52864], [3.13733, 2.44083, 1.01739], [4.17618, 2.79978, 1.85630], [5.40160, 3.12221, 1.29632], [5.57606, 3.07903, -0.08281], [4.54201, 2.64657, -0.89699], [3.30133, 2.29875, -0.35183], [2.04893, 1.46805, -1.39005], [1.06910, 2.68899, -2.28195], [1.22344, 4.05236, -2.06668], [0.43544, 4.95623, -2.77296], [-0.49108, 4.49399, -3.69779], [-0.65466, 3.12812, -3.90900], [0.11192, 2.22470, -3.19050], [3.11648, 0.70092, -2.64828], [3.02952, 1.05417, -3.98488], [3.85419, 0.43652, -4.92368], [4.75933, -0.52914, -4.51935], [4.84772, -0.88415, -3.17436], [4.02772, -0.27526, -2.24246], [2.66300, 4.73295, 2.12443], [1.12250, 6.54735, 2.69018], [-1.33437, 6.15167, 2.72168], [-2.21173, 3.95291, 2.07101], [0.33553, -0.29659, 3.03942], [-0.17458, -1.06766, 5.31129], [-2.30933, -0.41052, 6.39040], [-3.89876, 1.05044, 5.17765], [-3.37817, 1.84196, 2.92622], [-3.74891, 0.41424, 1.05552], [-5.71426, 1.10576, -0.22517], [-5.59672, 3.07893, -1.71570], [-3.47737, 4.34865, -1.90342], [-1.50593, 3.67434, -0.61650], [4.01357, 2.83960, 2.92591], [6.22196, 3.41601, 1.93911], [6.52811, 3.34685, -0.52066], [4.71062, 2.54241, -1.96107], [1.96517, 4.41123, -1.36250], [0.56107, 6.01960, -2.61119], [-1.09046, 5.20216, -4.25716], [-1.38132, 2.76920, -4.62692], [-0.01169, 1.15823, -3.36596], [2.33189, 1.81514, -4.30876], [3.78525, 0.71910, -5.96621], [5.39796, -1.00880, -5.24988], [5.55450, -1.64059, -2.85793], [4.10001, -0.56814, -1.20060], [0.93709, -1.56288, -1.92223], [-1.60159, -0.83872, -0.64775], [-2.04789, -1.96044, -1.53667], [-2.33922, -3.21852, -1.02580], [-2.75499, -4.24873, -1.85538], [-2.88769, -4.02269, -3.21912], [-2.61716, -2.76174, -3.74294], [-2.20412, -1.74582, -2.90199], [-3.31837, -5.09923, -4.09749], [-3.66971, -5.94738, -4.78879], [-2.00344, -0.95690, 0.36300], [-1.94266, 0.10591, -1.06472], [-2.25449, -3.40084, 0.03860], [-2.98521, -5.22420, -1.44694], [-2.73863, -2.58483, -4.80369], [-2.00265, -0.76194, -3.31341], [2.78739, -2.96230, 0.92110], [1.47584, -2.50869, 1.58535], [0.34011, -3.45080, 1.20837], [1.67203, -2.50660, 3.10607], [1.22883, -1.10064, 1.07279], [3.03735, -3.96321, 1.28216], [3.61381, -2.29538, 1.18305], [2.70344, -3.00194, -0.16592], [0.54647, -4.45091, 1.59789], [0.21366, -3.52689, 0.12626], [-0.60523, -3.11223, 1.64163], [2.03353, -3.48796, 3.42123], [0.73794, -2.31533, 3.63400], [2.41165, -1.76165, 3.41643], [1.91214, -0.32264, 1.47121]]}

No. 2
{"formula": "C49H44GeN2O4OsPSTe", "method": "ωB97M-V/def2-TZVPD", "fmax_ev_per_a": 1.21, "charge": 2, "gap_ha": [0.2251, 0.1675], "s_squared": 8.8115, "spin_multiplicity": 6, "homo_ev": [-12.3, -13.2], "de_lowest_kj_mol": 205.57, "elements": ["Os", "O", "S", "O", "N", "C", "C", "C", "C", "C", "C", "C", "C", "N", "C", "C", "C", "C", "C", "C", "C", "H", "H", "H", "H", "H", "H", "H", "H", "H", "H", "H", "O", "C", "O", "C", "P", "C", "C", "C", "C", "C", "C", "C", "C", "C", "C", "C", "C", "H", "H", "H", "H", "H", "H", "H", "H", "H", "H", "H", "H", "C", "Te", "C", "H", "H", "H", "H", "H", "H", "C", "C", "C", "C", "C", "C", "Ge", "C", "C", "C", "C", "C", "C", "C", "C", "C", "C", "C", "C", "H", "H", "H", "H", "H", "H", "H", "H", "H", "H", "H", "H", "H", "H", "H"], "coordinates": [[0.30945, 0.29148, 0.31747], [3.83550, -0.17741, 1.22191], [2.92030, -1.25546, 1.40919], [2.43078, -2.02791, 0.31474], [1.46846, -0.47229, 2.00067], [1.57508, 0.38680, 3.03826], [2.38787, 0.18860, 4.18241], [2.41636, 1.11765, 5.20693], [1.62349, 2.24945, 5.14853], [0.77256, 2.48954, 4.03315], [-0.05285, 3.62863, 3.94471], [-0.83468, 3.79836, 2.83811], [-0.77165, 2.85659, 1.80847], [-0.00553, 1.77135, 1.86513], [0.75310, 1.57276, 2.98157], [3.53185, -2.35545, 2.60082], [4.77167, -2.08528, 3.17765], [5.27263, -2.98705, 4.10393], [4.54139, -4.12063, 4.43780], [3.30988, -4.37719, 3.84283], [2.79427, -3.49460, 2.91064], [2.98830, -0.70535, 4.26314], [3.05483, 0.94517, 6.06305], [1.63410, 2.96822, 5.95888], [-0.05374, 4.35494, 4.74907], [-1.48697, 4.65249, 2.72606], [-1.35258, 2.99264, 0.91116], [5.32798, -1.20374, 2.88856], [6.23760, -2.80784, 4.55914], [4.94168, -4.82129, 5.15923], [2.76303, -5.27649, 4.09287], [1.85604, -3.69886, 2.41069], [3.39606, -0.33841, -2.27193], [2.25052, -0.36385, -1.96361], [1.69692, 0.65094, -1.21769], [1.30253, -1.45937, -2.38522], [-0.11148, -1.57146, -1.24445], [-1.63515, -1.50870, -2.21754], [-1.66450, -1.75517, -3.58556], [-2.88083, -1.83177, -4.25085], [-4.07026, -1.65607, -3.55868], [-4.04878, -1.42336, -2.18813], [-2.83518, -1.36247, -1.52464], [-0.21034, -3.26865, -0.58042], [-0.48596, -4.31626, -1.45937], [-0.60723, -5.61468, -0.98793], [-0.46688, -5.87915, 0.36815], [-0.18781, -4.84203, 1.24815], [-0.05456, -3.54403, 0.77348], [1.84871, -2.39846, -2.42394], [0.94398, -1.19966, -3.38164], [-0.75255, -1.88882, -4.15435], [-2.89388, -2.02307, -5.31639], [-5.01501, -1.70827, -4.08423], [-4.97535, -1.29829, -1.64189], [-2.81894, -1.22541, -0.45056], [-0.61348, -4.12696, -2.51876], [-0.81601, -6.42011, -1.68028], [-0.57503, -6.89134, 0.73639], [-0.06991, -5.05145, 2.30559], [0.17721, -2.73651, 1.45741], [-3.35588, -2.37620, 2.04824], [-2.03361, -0.83686, 2.64335], [-0.99628, -2.05191, 4.04660], [-3.72181, -2.84905, 2.95569], [-2.81945, -3.08211, 1.41986], [-4.18471, -1.92785, 1.50524], [-1.21643, -3.08758, 3.79726], [-1.35639, -1.81871, 5.04391], [0.07488, -1.86903, 3.97797], [-0.20998, 1.00083, -6.28386], [-1.41268, 1.11228, -5.60049], [-1.41715, 1.34463, -4.22983], [-0.21663, 1.49372, -3.53600], [0.99286, 1.39350, -4.23826], [0.99548, 1.13976, -5.60108], [-0.20844, 1.96781, -1.67727], [-2.07336, 2.43657, -1.20974], [-2.90373, 1.81014, -0.28467], [-4.20054, 2.25715, -0.06883], [-4.68167, 3.34127, -0.79109], [-3.86065, 3.98220, -1.70902], [-2.55921, 3.53851, -1.91755], [0.89762, 3.53876, -1.48925], [0.99541, 4.36480, -2.61245], [1.66574, 5.58222, -2.54472], [2.26246, 5.98727, -1.36199], [2.20023, 5.16475, -0.24464], [1.52523, 3.95488, -0.31090], [-0.20819, 0.81305, -7.35014], [-2.35068, 1.01319, -6.13253], [-2.36595, 1.40491, -3.70796], [1.93881, 1.53992, -3.72933], [1.93514, 1.06687, -6.13371], [-2.53312, 0.97208, 0.29247], [-4.83380, 1.76709, 0.66157], [-5.69432, 3.68959, -0.63625], [-4.22939, 4.83586, -2.26365], [-1.93061, 4.05707, -2.63357], [0.54741, 4.06760, -3.55260], [1.72569, 6.20968, -3.42505], [2.79176, 6.93029, -1.31511], [2.69032, 5.46328, 0.67419], [1.54858, 3.31283, 0.55732]]}

No. 3
{"formula": "C49H44N6O2SSbV", "method": "ωB97M-V/def2-TZVPD", "fmax_ev_per_a": 1.20, "charge": 1, "gap_ha": [0.2505, 0.2368], "s_squared": 3.7647, "spin_multiplicity": 4, "homo_ev": [-9.8, -9.8], "de_lowest_kj_mol": 58.13, "elements": ["V", "C", "C", "C", "C", "N", "C", "C", "C", "C", "C", "C", "N", "C", "C", "C", "C", "C", "N", "H", "H", "H", "H", "H", "H", "H", "H", "H", "H", "H", "O", "C", "O", "C", "C", "C", "C", "C", "N", "H", "H", "H", "H", "N", "C", "S", "N", "C", "C", "C", "C", "C", "C", "H", "H", "H", "H", "H", "H", "H", "H", "C", "C", "C", "C", "C", "C", "C", "Sb", "C", "C", "C", "C", "C", "C", "C", "C", "C", "C", "C", "C", "C", "C", "H", "H", "H", "H", "H", "H", "H", "H", "H", "H", "H", "H", "H", "H", "H", "H", "H", "H", "H", "H", "H"], "coordinates": [[1.41097, -0.11658, -0.12206], [4.03204, -0.24213, -3.74136], [5.25417, -0.53054, -3.16212], [5.36739, -0.52312, -1.77691], [4.24307, -0.25481, -1.01896], [3.04979, 0.02496, -1.58932], [2.94934, 0.03204, -2.91663], [4.28558, -0.04610, 0.44995], [5.41513, 0.03874, 1.25207], [5.26617, 0.56718, 2.52977], [4.05628, 1.12114, 2.93210], [2.97547, 1.01157, 2.06865], [3.09660, 0.28946, 0.95348], [1.73334, 1.82662, 2.08760], [1.45478, 2.75695, 3.06949], [0.40478, 3.64726, 2.86965], [-0.31703, 3.58989, 1.69372], [0.00591, 2.61506, 0.75846], [1.00347, 1.75470, 0.95030], [3.90564, -0.21661, -4.81460], [6.11939, -0.74459, -3.77569], [6.31795, -0.72210, -1.30193], [1.97272, 0.28975, -3.31448], [6.39293, -0.24372, 0.88918], [6.12675, 0.63404, 3.18267], [3.98587, 1.66899, 3.86108], [2.05153, 2.80581, 3.96991], [0.17247, 4.38637, 3.62558], [-1.12836, 4.27391, 1.49022], [-0.53491, 2.51506, -0.17650], [-0.97090, -1.72390, -3.06030], [-0.20559, -1.50239, -2.12731], [-0.22167, -0.46672, -1.37924], [0.85220, -2.53429, -1.77889], [0.96422, -3.69996, -2.51536], [1.92162, -4.62689, -2.13882], [2.74258, -4.34397, -1.05478], [2.58143, -3.13971, -0.39494], [1.65221, -2.24753, -0.74563], [0.28642, -3.85210, -3.34342], [2.02914, -5.55844, -2.68006], [3.50199, -5.03997, -0.72522], [3.20927, -2.87767, 0.44934], [-1.86300, 1.04751, -3.84864], [-1.27430, 2.25251, -3.75920], [0.21360, 2.45570, -3.00999], [-2.00226, 3.25763, -4.30725], [-1.70795, 4.63456, -4.46582], [-2.78875, 5.51205, -4.43536], [-2.59730, 6.86891, -4.63305], [-1.32056, 7.36527, -4.85303], [-0.24800, 6.48776, -4.88635], [-0.42978, 5.12438, -4.70183], [-1.41593, 0.22306, -3.46752], [-2.62314, 0.89477, -4.49103], [-2.94602, 3.01706, -4.56887], [-3.78661, 5.12666, -4.25280], [-3.44830, 7.53664, -4.61065], [-1.16382, 8.42587, -5.00077], [0.75063, 6.86306, -5.06974], [0.41143, 4.44993, -4.73668], [-3.22184, -2.45729, 3.60849], [-1.95046, -2.04973, 4.30431], [-1.82936, -2.22222, 5.68242], [-0.67938, -1.84789, 6.36160], [0.38569, -1.29002, 5.66984], [0.28173, -1.11365, 4.29849], [-0.87071, -1.48579, 3.60727], [-0.83853, -1.12572, 1.50619], [-2.45355, 0.30376, 1.45901], [-2.46046, 1.04807, 2.64450], [-3.28604, 2.14642, 2.81960], [-4.11910, 2.53811, 1.78233], [-4.11357, 1.81347, 0.60236], [-3.30243, 0.69171, 0.41723], [-3.42974, -0.05817, -0.88024], [-1.30583, -3.05701, 0.72105], [-2.33916, -3.27778, -0.18375], [-2.50009, -4.50361, -0.81359], [-1.61260, -5.53130, -0.54458], [-0.57218, -5.32014, 0.34938], [-0.39664, -4.09670, 0.99206], [0.76063, -3.95346, 1.94784], [-3.84578, -3.06941, 4.25930], [-3.01683, -3.02837, 2.70223], [-3.80058, -1.57813, 3.31596], [-2.65361, -2.66430, 6.23044], [-0.61551, -1.99833, 7.43223], [1.28956, -1.00175, 6.19236], [1.12150, -0.68997, 3.75324], [-1.80852, 0.77048, 3.46640], [-3.27163, 2.69028, 3.75673], [-4.77426, 3.39325, 1.88946], [-4.76960, 2.11266, -0.20736], [-3.81547, 0.60046, -1.65843], [-4.14427, -0.87967, -0.77650], [-2.47814, -0.45481, -1.22382], [-3.02509, -2.48075, -0.42738], [-3.31155, -4.64308, -1.51667], [-1.72488, -6.49452, -1.02733], [0.12741, -6.12266, 0.55648], [1.48927, -4.74768, 1.78425], [0.43051, -4.00660, 2.98638], [1.27896, -2.99718, 1.83014]]}

No. 4
{"formula": "C49H44NO5PbS", "method": "ωB97M-V/def2-TZVPD", "fmax_ev_per_a": 0.22, "charge": 1, "gap_ha": 0.2636, "homo_ev": -10.3, "de_lowest_kj_mol": 0.00, "elements": ["Pb", "C", "C", "C", "O", "C", "C", "O", "C", "O", "C", "C", "C", "C", "C", "C", "C", "C", "C", "C", "C", "C", "C", "O", "C", "C", "C", "C", "C", "C", "C", "C", "C", "C", "C", "C", "H", "H", "H", "H", "H", "H", "H", "H", "H", "H", "H", "H", "H", "H", "H", "H", "H", "H", "H", "H", "H", "H", "H", "H", "H", "H", "H", "H", "C", "C", "C", "C", "N", "C", "C", "C", "C", "C", "C", "C", "H", "H", "H", "H", "H", "H", "H", "H", "C", "S", "O", "C", "C", "C", "C", "C", "C", "H", "H", "H", "H", "H", "H", "H", "H"], "coordinates": [[-0.70263, 0.33819, -1.21859], [-5.54093, -0.59446, 3.58173], [-4.22878, -0.80732, 2.85484], [-3.33915, -1.83306, 3.54180], [-3.56406, 0.43832, 2.75159], [-2.89469, 0.46244, 1.50161], [-3.84481, -0.34703, 0.59479], [-4.46572, -1.23237, 1.52376], [-3.16613, -1.18876, -0.53834], [-1.78246, -1.32493, -0.30721], [-3.81984, -2.57363, -0.56080], [-5.07990, -2.75428, -1.11980], [-5.66022, -4.01252, -1.15482], [-4.98897, -5.10764, -0.62654], [-3.74026, -4.92961, -0.05018], [-3.16098, -3.66706, -0.01852], [-3.32069, -0.54999, -1.93474], [-3.74300, 0.75548, -2.17397], [-3.68040, 1.30117, -3.45579], [-3.20526, 0.55058, -4.51556], [-2.79136, -0.76090, -4.29386], [-2.84929, -1.30010, -3.02226], [-2.48714, 1.89916, 1.08475], [-1.55336, 1.78734, 0.04416], [-3.65328, 2.78099, 0.61677], [-4.94054, 2.67730, 1.13709], [-5.95600, 3.51135, 0.68611], [-5.70014, 4.46906, -0.28240], [-4.41540, 4.59055, -0.79472], [-3.40345, 3.75446, -0.34792], [-1.81640, 2.61335, 2.27966], [-0.47408, 2.96667, 2.21016], [0.14713, 3.63138, 3.26258], [-0.56884, 3.96148, 4.40083], [-1.91527, 3.63171, 4.47043], [-2.53384, 2.97245, 3.42059], [-5.35500, -0.11899, 4.54495], [-6.03699, -1.55092, 3.74086], [-6.19293, 0.04212, 2.98415], [-3.09937, -1.49930, 4.55210], [-2.41967, -1.96090, 2.96696], [-3.85282, -2.79321, 3.58843], [-1.95633, -0.09378, 1.57941], [-4.61978, 0.29431, 0.17263], [-5.61495, -1.90613, -1.53356], [-6.64009, -4.14102, -1.59713], [-5.43976, -6.09083, -0.66198], [-3.22082, -5.77483, 0.38519], [-2.19888, -3.50659, 0.45147], [-4.10972, 1.37826, -1.37113], [-4.01218, 2.32024, -3.61086], [-3.16660, 0.97123, -5.51214], [-2.43098, -1.36175, -5.11986], [-2.53205, -2.32080, -2.84630], [-5.15951, 1.93699, 1.89391], [-6.95199, 3.41128, 1.09882], [-6.49268, 5.11678, -0.63376], [-4.19750, 5.34136, -1.54422], [-2.40402, 3.84051, -0.75262], [0.07261, 2.73584, 1.30491], [1.19190, 3.90810, 3.18916], [-0.09075, 4.48531, 5.21850], [-2.49277, 3.89769, 5.34670], [-3.58424, 2.73657, 3.49489], [0.30947, -1.39862, 2.92592], [0.40929, -2.74954, 2.63037], [0.74164, -3.13541, 1.34153], [0.96664, -2.15525, 0.38720], [0.87644, -0.84919, 0.67301], [0.55025, -0.48428, 1.91705], [1.26245, -2.50119, -1.02822], [0.32396, -3.25460, -1.73736], [0.49050, -3.54365, -3.07999], [1.61013, -3.07687, -3.75206], [2.56591, -2.34429, -3.07012], [2.38510, -2.07312, -1.72561], [0.02860, -1.05374, 3.91169], [0.22856, -3.49379, 3.39483], [0.83072, -4.17959, 1.07206], [0.45058, 0.58153, 2.09398], [-0.57192, -3.56326, -1.21665], [-0.25842, -4.12190, -3.60470], [1.75296, -3.29093, -4.80248], [3.46729, -2.00047, -3.56052], [5.45550, -0.60078, 0.18724], [3.66964, -0.59681, 0.17431], [3.52918, -1.43225, -1.17437], [3.37894, 1.08160, -0.32635], [3.28154, 1.41395, -1.66774], [3.10083, 2.74850, -2.00098], [3.03525, 3.71441, -1.00654], [3.13593, 3.35667, 0.33196], [3.29476, 2.02692, 0.68597], [5.81224, -0.32894, -0.80384], [5.79217, -1.59350, 0.47976], [5.76040, 0.13839, 0.92774], [3.33759, 0.65548, -2.43687], [3.01437, 3.02988, -3.04178], [2.89966, 4.75391, -1.27286], [3.07800, 4.11257, 1.10197], [3.34782, 1.73753, 1.73016]]}